Entry from the OMol25 dataset: a molecular structure, C14H13AuBF4N4O2 (ωB97M-V with the def2-TZVPD basis set).

Output
Orbital gap (alpha / beta) = 7.9029 / 5.4616 eV
Charge = +1
E_HOMO (alpha / beta) = -0.436 / -0.436 Eh
2S+1 = 3

CARTESIAN COORDINATES (ANGSTROEM)
Au -0.095 1.028 0.270
N -3.689 0.721 2.230
C -4.007 1.951 1.694
C -2.986 2.276 0.864
N -2.065 1.258 0.898
C -2.502 0.338 1.740
C -1.690 -0.830 2.027
N -0.539 -0.987 1.409
C 0.040 -2.112 1.932
C -0.785 -2.641 2.879
N -1.882 -1.818 2.922
H -4.237 0.230 2.916
H -4.908 2.479 1.950
H -2.836 3.161 0.270
H 1.012 -2.453 1.622
H -0.683 -3.503 3.515
H -2.655 -1.922 3.558
C 3.944 0.169 -1.235
C 2.449 0.280 -1.285
O 1.920 0.855 -0.333
C 1.704 -0.278 -2.443
C 2.399 -1.017 -3.369
C 1.784 -1.575 -4.503
C 0.416 -1.393 -4.740
C -0.322 -0.654 -3.861
C 0.275 -0.059 -2.683
O -0.470 0.633 -1.959
H 4.294 0.680 -0.343
H 4.403 0.617 -2.118
H 4.246 -0.879 -1.189
H 3.459 -1.180 -3.231
H 2.381 -2.147 -5.200
H -0.048 -1.827 -5.616
H -1.379 -0.475 -4.004
F 0.433 3.329 3.923
B 0.630 2.219 3.148
F 0.565 2.649 1.721
F -0.429 1.279 3.309
F 1.851 1.598 3.317

***

Entry from the OMol25 dataset: a molecular structure, C14H13BI2NdO6RuS in a non-equilibrium geometry (ωB97M-V with the def2-TZVPD basis set).

Output
Orbital gap (alpha / beta) = 6.4257 / 5.1113 eV
Charge = +4
Energy relative to the best compared isomer or geometry (same formula, charge and spin) = 113.9 kJ/mol
E_HOMO (alpha / beta) = -0.803 / -0.811 Eh
2S+1 = 9

CARTESIAN COORDINATES (ANGSTROEM)
I 0.107 3.524 0.847
I -2.585 2.298 2.687
Nd -0.983 -0.112 1.500
Ru 0.838 -0.140 -1.021
S -1.389 0.961 -1.005
C 1.015 -0.345 -2.838
C 2.332 -1.134 -0.534
C -2.775 0.332 -2.048
C -4.042 0.906 -1.409
C -2.810 -1.180 -2.104
C -2.528 0.931 -3.432
C 0.496 -2.331 2.151
C -0.268 -2.139 -0.233
O 3.185 -1.838 -0.167
O 1.145 -0.453 -3.990
O 1.308 -3.132 2.321
O -0.342 -3.238 -0.632
H -4.914 0.587 -1.998
H -4.023 2.007 -1.387
H -4.178 0.548 -0.376
H -3.654 -1.475 -2.748
H -2.961 -1.622 -1.111
H -1.889 -1.584 -2.538
H -3.354 0.668 -4.105
H -1.593 0.549 -3.858
H -2.463 2.024 -3.361
O 2.782 1.877 0.724
B 1.403 1.509 0.653
O 1.100 0.830 1.977
C 2.196 1.065 2.772
C 2.280 0.809 4.123
C 3.456 1.234 4.742
C 4.442 1.930 4.015
C 4.303 2.209 2.652
C 3.173 1.694 2.012
H 1.433 0.320 4.591
H 3.614 1.018 5.799
H 5.321 2.317 4.549
H 5.012 2.818 2.105

***

Entry from the OMol25 dataset: a molecular structure, C14H13BrEuF6O in a non-equilibrium geometry (ωB97M-V with the def2-TZVPD basis set).

Output
Orbital gap (alpha / beta) = 5.5839 / 5.6789 eV
Charge = -2
Energy relative to the best compared isomer or geometry (same formula, charge and spin) = 0.0 kJ/mol
E_HOMO (alpha / beta) = -0.023 / -0.026 Eh
2S+1 = 8

CARTESIAN COORDINATES (ANGSTROEM)
C -3.138 -0.636 -0.690
C -2.718 -1.175 0.584
C -2.465 -0.069 1.461
H -2.612 -2.230 0.826
C -2.667 1.128 0.728
C -3.029 0.796 -0.610
H -3.306 1.494 -1.406
H -3.608 -1.198 -1.501
H -2.154 -0.141 2.499
H -2.584 2.144 1.142
Eu -0.095 -0.729 -0.717
Br 0.283 -3.044 -2.040
C 1.678 1.014 -3.489
C 0.542 1.781 -3.873
C -0.454 0.893 -4.367
H 0.459 2.870 -3.815
C 0.073 -0.428 -4.300
C 1.350 -0.364 -3.660
H 1.988 -1.210 -3.397
H 2.663 1.387 -3.225
H -1.428 1.173 -4.764
H -0.376 -1.323 -4.721
C 2.933 -0.403 2.605
C 1.431 -0.404 2.425
O 1.053 -0.988 1.221
C 0.696 -1.163 3.611
F 1.237 -0.880 4.836
F -0.648 -0.850 3.715
F 0.786 -2.505 3.424
C 1.098 1.161 2.435
F 1.968 1.898 3.191
F 1.204 1.690 1.160
F -0.156 1.447 2.866
H 3.399 -1.359 2.327
H 3.228 -0.099 3.617
H 3.370 0.321 1.902

***

Entry from the OMol25 dataset: C14H13BrN2O3 in the gas phase in a non-equilibrium geometry (ωB97M-V with the def2-TZVPD basis set).

Output
Orbital gap = 7.9213 eV
Energy relative to the best compared isomer or geometry (same formula, charge and spin) = 171.1 kJ/mol
SMILES = C=CCOc1c(Br)cc(/C=C(\C#N)C(N)=O)cc1OC
E_HOMO = -0.313 Eh

CARTESIAN COORDINATES (ANGSTROEM)
C -4.765 -1.641 1.747
C -3.697 -1.380 1.019
C -3.749 -0.915 -0.406
H -3.327 -1.678 -1.069
H -4.780 -0.706 -0.704
O -3.086 0.328 -0.589
C -1.761 0.484 -0.411
C -1.354 1.804 -0.191
C -0.039 2.171 -0.022
C 0.957 1.193 -0.066
C 0.573 -0.134 -0.288
C -0.748 -0.503 -0.469
O -1.133 -1.788 -0.714
C -0.153 -2.804 -0.718
H 0.583 -2.652 -1.512
H 0.359 -2.873 0.245
H -0.701 -3.727 -0.904
H 1.337 -0.889 -0.323
C 2.328 1.605 0.119
C 3.461 0.872 0.048
C 3.551 -0.498 -0.253
N 3.688 -1.604 -0.533
C 4.796 1.503 0.360
O 5.585 1.019 1.133
N 5.008 2.676 -0.283
H 4.395 3.015 -1.003
H 5.889 3.142 -0.142
H 2.445 2.654 0.365
H 0.208 3.207 0.147
Br -2.717 3.119 -0.132
H -2.703 -1.487 1.431
H -4.688 -1.982 2.765
H -5.761 -1.534 1.351

***

Entry from the OMol25 dataset: C14H13F2N5O2S in the gas phase in a non-equilibrium geometry (ωB97M-V with the def2-TZVPD basis set).

Output
Orbital gap = 7.6598 eV
Energy relative to the best compared isomer or geometry (same formula, charge and spin) = 110.2 kJ/mol
SMILES = CNC(=S)N/N=C/c1c(C(=O)OC)cnn1-c1ccc(F)cc1F
E_HOMO = -0.304 Eh

CARTESIAN COORDINATES (ANGSTROEM)
O -0.371 4.101 0.650
F 2.428 -4.489 -0.056
F 0.676 -1.383 -3.263
S -1.690 -2.407 4.102
N 1.471 1.367 -2.449
N -0.483 -0.330 1.053
O -1.361 4.261 -1.243
C -0.528 3.674 -0.458
C -1.207 -1.998 2.612
C 0.976 2.551 -2.189
C 0.208 2.596 -0.988
C 0.352 1.385 -0.429
C -0.288 0.958 0.767
C 2.427 -2.209 0.581
C 1.452 -2.978 -1.570
C 2.199 -0.927 0.141
C 2.127 -3.185 -0.361
C 1.135 -1.627 -1.908
C 1.612 -0.602 -1.073
N -0.778 -0.751 2.334
N 1.167 0.691 -1.356
N -0.913 -3.210 1.887
C -2.124 5.428 -0.753
C -1.713 -3.155 0.610
H 1.280 3.444 -2.660
H -0.428 1.817 1.481
H 2.872 -2.438 1.531
H 1.222 -3.846 -2.142
H 2.512 -0.059 0.741
H -0.365 -0.302 3.175
H -0.900 -4.066 2.473
H -2.901 5.051 -0.143
H -2.762 5.911 -1.543
H -1.551 6.279 -0.186
H -2.740 -2.902 0.844
H -1.378 -2.553 -0.300
H -1.633 -4.096 0.083

***

Entry from the OMol25 dataset: C14H13FN4O in the gas phase in a non-equilibrium geometry (ωB97M-V with the def2-TZVPD basis set).

Output
Orbital gap = 8.3593 eV
SMILES = CC1(C)Oc2ncnc(N)c2N=C1c1ccc(F)cc1
E_HOMO = -0.315 Eh

CARTESIAN COORDINATES (ANGSTROEM)
F 1.861 -4.343 3.384
N -0.124 0.981 0.627
N -0.598 3.147 -2.338
N -0.518 4.485 -0.423
O -0.436 0.862 -2.194
C -0.032 -0.176 0.049
C -0.652 4.302 -1.740
C -0.476 2.067 -1.536
C -0.345 3.395 0.307
C 1.935 -2.014 2.725
C 0.629 -3.605 1.502
C 1.404 -0.993 1.912
C 0.146 -2.602 0.647
C 1.490 -3.313 2.551
C -0.329 2.130 -0.173
C 0.527 -1.265 0.866
N -0.222 3.718 1.622
C 0.485 -1.349 -2.138
C -1.936 -0.827 -1.479
C -0.456 -0.381 -1.431
H -0.804 5.198 -2.333
H 2.672 -1.774 3.479
H 0.291 -4.649 1.432
H 1.794 0.033 2.110
H -0.522 -2.937 -0.117
H -0.382 2.907 2.209
H -0.576 4.607 1.840
H 1.458 -1.393 -1.623
H 0.062 -2.334 -2.100
H 0.694 -1.101 -3.182
H -2.169 -1.711 -0.887
H -2.579 -0.066 -1.052
H -2.289 -0.997 -2.515

***

Entry from the OMol25 dataset: C14H13N in the gas phase in a non-equilibrium geometry (ωB97M-V with the def2-TZVPD basis set).

Output
Orbital gap = 9.2194 eV
Energy relative to the best compared isomer or geometry (same formula, charge and spin) = 0.0 kJ/mol
SMILES = C[C@]1(c2ccccc2)C=CC=C[C@@H]1C#N
E_HOMO = -0.326 Eh

CARTESIAN COORDINATES (ANGSTROEM)
C 0.873 -2.307 0.502
C -3.613 0.038 0.611
C -2.661 0.790 1.279
C -3.250 -0.589 -0.534
C -1.300 0.857 0.935
C -1.911 -0.499 -0.909
C -0.911 0.103 -0.255
C 3.213 0.674 0.656
C 2.307 1.768 0.161
C 2.623 -0.497 0.968
C 1.050 1.513 -0.304
C 1.173 -0.862 0.613
C 0.586 0.085 -0.506
C 0.951 -0.423 -1.869
N 0.538 -3.393 0.466
H -4.570 0.058 1.104
H -3.091 1.290 2.098
H -3.892 -1.009 -1.206
H -0.497 1.290 1.543
H -1.710 -1.160 -1.823
H 4.205 0.864 0.825
H 2.674 2.807 0.173
H 3.200 -1.279 1.411
H 0.544 2.368 -0.828
H 0.522 -0.600 1.633
H 1.985 -0.160 -2.181
H 0.165 -0.174 -2.553
H 0.797 -1.553 -2.009

***

no.,electronic energy (hartree)
1,-1470.741300
2,-2665.778658
3,-4500.143606
4,-3450.478170
5,-1563.302949
6,-935.431949
7,-595.935263